Record 1
This record from the OMol25 dataset describes C3H16Fe2O9 as an isolated structure at a distorted geometry. The level of theory is ωB97M-V/def2-TZVPD.

The geometry in XYZ format:
```
30
Properties=species:S:1:pos:R:3:mulliken_charge:R:1
Fe 40.2527 -24.8807 18.9777 1.267
Fe 34.7543 -26.1994 18.7951 1.147
C 37.0933 -25.3371 19.0549 1.136
O 36.1017 -24.9734 19.7764 -0.720
O 38.2491 -24.8265 19.1002 -0.127
O 36.7633 -26.2190 18.1599 -0.839
C 36.9073 -24.7161 14.5687 -0.997
C 38.1370 -24.6839 15.4606 -0.164
O 38.4652 -25.9843 15.9549 -0.518
H 37.1760 -25.2968 13.6877 0.286
H 36.5295 -23.7339 14.2896 0.354
H 36.0725 -25.2208 15.0714 0.232
H 38.0199 -23.9572 16.2807 0.095
H 38.9599 -24.2736 14.8723 0.367
H 37.7654 -26.1485 16.6091 0.338
O 34.8296 -21.9337 20.0572 -0.658
H 34.7799 -21.6383 19.1371 0.355
H 35.3094 -22.7687 20.0286 0.232
O 38.4337 -28.3140 20.2716 -0.716
H 37.9206 -28.0417 21.0477 0.374
H 37.9296 -28.0127 19.4968 0.299
O 40.5037 -26.5048 20.0916 -0.476
H 41.2053 -26.7639 20.7179 0.337
H 39.8043 -27.2156 20.1770 0.430
O 37.7488 -22.0265 19.7610 -0.621
H 36.8832 -21.8149 20.1640 0.408
H 37.8535 -22.9782 19.8596 0.235
O 36.3568 -25.0635 22.7116 -0.621
H 36.5200 -24.9758 21.7617 0.262
H 36.0870 -25.9784 22.8583 0.302
```

## Properties
Net charge   +2
<S²>   20.01
Lowest unoccupied orbital energy (alpha / beta)   -9.9984 / -10.1317 eV
Spin multiplicity   9

---

Record 2
This record from the OMol25 dataset describes a 3-piece molecular cluster, C3H16N2O2 overall at a distorted geometry. The level of theory is ωB97M-V/def2-TZVPD.

The geometry in XYZ format:
```
23
Properties=species:S:1:pos:R:3:mulliken_charge:R:1
C -0.8897 1.4006 0.3673 -0.595
C 0.2025 0.2529 0.4161 -0.423
C -0.2302 -1.0967 -0.1277 -0.938
N 0.8566 -2.1819 0.0823 -0.277
N -0.7526 2.3340 -0.8039 -0.299
H -0.5420 1.8784 1.3527 0.358
H -1.8850 0.9394 0.4278 0.354
H 0.4546 0.0459 1.5964 0.283
H 1.1934 0.5380 -0.0375 0.406
H -1.1995 -1.2784 0.3509 0.320
H -0.5025 -1.2052 -1.1765 0.473
H 0.4770 -3.1681 -0.2088 0.423
H 1.6879 -1.9363 -0.6170 0.432
H 1.2168 -2.2309 0.9937 0.312
H -1.7597 2.2975 -1.1320 0.401
H -0.0507 2.0487 -1.5770 0.365
H -0.5884 3.3532 -0.5979 0.380
H -2.6572 -0.3518 -1.4664 0.346
H -2.2217 0.3184 -2.7795 0.315
O -1.8919 0.0667 -1.8618 -0.659
H 2.4995 -0.8455 2.9922 0.348
H 3.5554 -0.6982 1.8260 0.321
O 2.5292 -0.5805 2.0081 -0.648
```

## Properties
Energy above the lowest of the compared OMol25 structures with the same formula, charge and spin   61.85 kcal/mol
Net charge   +2
Lowest unoccupied orbital energy   -6.5251 eV

---

Record 3
This record from the OMol25 dataset describes a 4-piece molecular cluster, C3H16N2O3 overall at a distorted geometry. The level of theory is ωB97M-V/def2-TZVPD.

The geometry in XYZ format:
```
24
Properties=species:S:1:pos:R:3:mulliken_charge:R:1
C -0.7489 0.6632 -0.0227 -1.246
C -0.1723 0.3075 1.3780 -0.300
C 1.3337 0.4879 1.4343 -0.559
N 2.3270 -0.5789 1.1393 -0.687
N -2.0427 -0.0574 -0.2005 -0.273
H -0.9286 1.7418 -0.2663 0.280
H -0.0069 0.2010 -0.7647 0.056
H -0.5771 1.0505 2.0939 0.213
H -0.6130 -0.6674 1.6310 0.079
H 1.6361 0.7699 2.4705 0.509
H 1.6088 1.2338 0.6532 0.045
H 2.1205 -1.3592 1.7420 0.179
H 2.3108 -0.8182 0.1476 0.467
H -2.0931 -0.4035 -1.1434 0.364
H -2.8175 0.5504 -0.0108 0.208
H -1.9385 -1.9580 0.0641 0.372
H -1.1491 -2.2464 1.3025 0.355
O -1.9820 -2.4606 0.8852 -0.722
H 1.4101 2.6594 -1.4380 0.555
H 2.6831 1.9340 -0.8637 0.180
O 1.8964 1.8176 -1.4130 -0.903
H -0.6656 -1.7410 -2.9278 0.419
H -0.4583 -0.2227 -2.8778 0.404
O -1.1328 -0.9039 -3.0128 -0.995
```

## Properties
Energy above the lowest of the compared OMol25 structures with the same formula, charge and spin   17.39 kcal/mol
Net charge   -1
<S²>   0.75
Lowest unoccupied orbital energy (alpha / beta)   3.5843 / 3.5224 eV
Spin multiplicity   2

---

Record 4
This record from the OMol25 dataset describes a 4-piece molecular cluster, C3H16N2O3 overall at a distorted geometry. The level of theory is ωB97M-V/def2-TZVPD.

The geometry in XYZ format:
```
24
Properties=species:S:1:pos:R:3:mulliken_charge:R:1
C 1.1017 0.6732 -0.9779 -0.360
C -0.1870 -0.1467 -1.1365 -0.323
C -0.3436 -0.6949 -2.5482 -0.988
N -1.3255 -1.7615 -2.6246 -0.530
N 1.9204 0.3304 0.2708 -0.203
H 1.7693 0.5902 -1.8388 0.434
H 1.0902 1.7776 -0.7517 0.361
H -0.3584 -0.9033 -0.4201 0.492
H -1.0761 0.5489 -0.9223 0.009
H 0.5827 -1.2092 -2.9513 0.405
H -0.4094 -0.0176 -3.2197 0.637
H -1.2107 -2.3067 -1.8975 0.185
H -2.2967 -1.5805 -2.7912 0.238
H 2.8376 0.7671 -0.0048 0.355
H 1.8264 -0.7274 0.6253 0.330
H -0.4686 0.2639 2.5341 0.311
H 0.9836 0.5706 2.8563 0.328
O 0.1659 0.1809 3.2354 -0.651
H -2.1547 3.0834 1.2411 0.315
H -2.2407 2.6373 -0.1852 0.310
O -2.1117 3.3866 0.3549 -0.614
H 0.7962 -1.8883 3.2203 0.362
H 0.9481 -1.3743 1.7471 0.196
O 0.9197 -2.2179 2.3111 -0.598
```

## Properties
Energy above the lowest of the compared OMol25 structures with the same formula, charge and spin   79.48 kcal/mol
Net charge   +1
<S²>   0.76
Lowest unoccupied orbital energy (alpha / beta)   -3.9678 / -9.3744 eV
Spin multiplicity   2

---

Record 5
This record from the OMol25 dataset describes a 4-piece molecular cluster, C3H16N2O3 overall at a distorted geometry. The level of theory is ωB97M-V/def2-TZVPD.

The geometry in XYZ format:
```
24
Properties=species:S:1:pos:R:3:mulliken_charge:R:1
N -0.1478 -1.0118 0.5216 -0.447
C 0.6653 -0.4753 1.6260 0.382
C 1.2672 -1.6382 2.4208 -1.484
C 1.6682 0.5244 1.0186 -0.521
N 0.9438 1.6828 0.6286 -0.161
H 0.3991 -1.7186 0.0204 0.356
H -0.0853 -0.3107 -0.2205 0.037
H -0.0421 0.0345 2.2802 0.279
H 0.7227 -2.5665 2.3474 0.415
H 2.3365 -1.7351 2.2493 0.364
H 1.0615 -1.3943 3.4606 0.381
H 2.1958 0.1746 0.1325 0.283
H 2.3688 0.7162 1.8477 0.410
H -0.0865 1.6965 0.7275 0.322
H 1.1643 2.0804 -0.2860 0.320
H 1.4807 -0.0427 -2.8719 0.310
H 0.2596 0.2739 -3.6918 0.329
O 0.6087 -0.3976 -3.0919 -0.634
H -2.5001 0.3328 -0.1615 0.334
H -1.9015 0.2373 1.3040 0.333
O -2.2259 0.8273 0.6176 -0.640
H -2.1508 1.0036 -3.1900 0.320
H -1.3661 0.1757 -2.1471 0.324
O -2.2457 0.3437 -2.4966 -0.612
```

## Properties
Energy above the lowest of the compared OMol25 structures with the same formula, charge and spin   21.05 kcal/mol
Net charge   +1
<S²>   0.76
Lowest unoccupied orbital energy (alpha / beta)   -3.6152 / -8.6659 eV
Spin multiplicity   2

---

Record 6
This record from the OMol25 dataset describes a 4-piece molecular cluster, C3H16NO3 overall at a distorted geometry. The level of theory is ωB97M-V/def2-TZVPD.

The geometry in XYZ format:
```
23
Properties=species:S:1:pos:R:3:mulliken_charge:R:1
C 0.2529 1.4514 0.1100 -0.512
C 0.4060 2.0048 -1.2807 -0.595
C 1.6383 1.3995 -2.0176 -1.109
N -0.0921 -0.0132 0.0846 -0.142
H 1.1945 1.5483 0.6424 0.316
H -0.4973 1.9541 0.7147 0.346
H 0.5027 3.0832 -1.2970 0.382
H -0.4442 1.7217 -1.9088 0.293
H 2.4635 1.3012 -1.3118 0.294
H 1.4264 0.5843 -2.7045 0.395
H 1.9946 2.1640 -2.7147 0.351
H -1.0373 -0.2208 0.4175 0.371
H -0.0602 -0.3328 -0.8833 0.355
H 0.5286 -0.6133 0.6496 0.331
H -0.8722 -2.7528 2.4225 0.286
H -2.2056 -2.5224 1.6961 0.328
O -1.2511 -2.5179 1.5695 -0.615
H -3.5210 -1.1608 -0.6218 0.304
H -2.2866 -1.9934 -0.5493 0.321
O -2.5709 -1.0706 -0.4717 -0.664
H 1.8174 -2.0208 2.5099 0.309
H 1.4599 -0.6082 2.7202 0.319
O 1.1538 -1.3854 2.2243 -0.661
```

## Properties
Energy above the lowest of the compared OMol25 structures with the same formula, charge and spin   10.58 kcal/mol
Net charge   +1
Lowest unoccupied orbital energy   -2.8480 eV

---

Record 7
This record from the OMol25 dataset describes a 4-piece molecular cluster, C3H16NO3 overall at a distorted geometry. The level of theory is ωB97M-V/def2-TZVPD.

The geometry in XYZ format:
```
23
Properties=species:S:1:pos:R:3:mulliken_charge:R:1
C -0.3911 0.1032 -0.5075 -0.851
C -0.0401 0.3510 -1.9925 -0.245
C -0.2999 1.8220 -2.3687 -1.212
N 0.4668 -0.9678 0.0894 -0.161
H -0.3304 0.9870 0.1220 0.436
H -1.4185 -0.2515 -0.4779 0.340
H -0.5899 -0.3407 -2.6213 0.388
H 1.0316 0.1475 -2.0813 0.284
H -0.6376 1.8725 -3.4098 0.333
H -1.0804 2.2421 -1.7437 0.365
H 0.6117 2.4113 -2.4230 0.314
H 0.1960 -1.8916 -0.2354 0.378
H 1.4822 -0.8362 -0.0003 0.438
H 0.2731 -0.9518 1.1048 0.255
H -1.0951 -0.3343 3.0035 0.324
H 0.2188 -0.9470 3.5455 0.294
O -0.1995 -0.5940 2.7537 -0.652
H 3.7447 -2.1213 -0.4627 0.312
H 3.2963 -2.7937 0.8436 0.298
O 3.0425 -2.1027 0.2047 -0.629
H -2.3726 1.6574 2.8516 0.325
H -3.3300 1.4835 1.6885 0.295
O -2.5785 1.0552 2.1169 -0.627
```

## Properties
Energy above the lowest of the compared OMol25 structures with the same formula, charge and spin   4.77 kcal/mol
Net charge   +1
Lowest unoccupied orbital energy   -2.7753 eV

---

Record 8
This record from the OMol25 dataset describes a 5-piece molecular cluster, C3H16NO3S overall at a distorted geometry. The level of theory is ωB97M-V/def2-TZVPD.

The geometry in XYZ format:
```
24
Properties=species:S:1:pos:R:3:mulliken_charge:R:1
C 0.2079 1.9648 0.4062 -0.535
C -0.4995 1.5662 -0.9059 0.241
C 0.2883 1.8048 -2.1844 -1.302
S 0.0671 -1.2169 1.4350 -0.144
N 1.4968 1.2784 0.3974 -0.044
H 0.4745 3.0177 0.4777 0.430
H -0.3866 1.6852 1.2824 0.325
H -1.4863 1.9940 -1.0273 0.422
H -0.6658 0.4832 -0.8509 -0.119
H -0.4002 1.8650 -3.0249 0.377
H 0.9469 0.9794 -2.4520 0.321
H -0.0787 -2.3549 2.1388 0.243
H 2.2838 1.8207 0.7437 0.288
H 1.5185 0.3099 0.6805 0.048
H 0.9127 2.6989 -2.1863 0.351
H -2.1280 0.1717 1.6364 0.283
H -2.8967 0.9235 2.7255 0.313
O -2.3233 1.0563 1.9599 -0.584
H 2.0379 -2.9849 -0.7560 0.316
H 1.5486 -1.6882 -0.1016 0.279
O 1.8713 -2.0452 -0.8957 -0.615
H -0.0003 -2.3360 -1.5262 0.352
H -1.3187 -2.8751 -2.1111 0.312
O -0.9107 -2.0902 -1.7370 -0.558
```

## Properties
Energy above the lowest of the compared OMol25 structures with the same formula, charge and spin   155.66 kcal/mol
Net charge   +1
Lowest unoccupied orbital energy   -9.7056 eV

---

Record 9
This record from the OMol25 dataset describes a 5-piece molecular cluster, C3H16NO3S overall at a distorted geometry. The level of theory is ωB97M-V/def2-TZVPD.

The geometry in XYZ format:
```
24
Properties=species:S:1:pos:R:3:mulliken_charge:R:1
C 0.3848 1.9141 0.6343 -0.374
C -0.3510 1.2757 -0.6380 0.237
C 0.3220 1.1057 -2.0368 -1.197
S 0.0513 -1.3282 2.0440 -0.171
N 1.6670 1.1291 0.5666 -0.167
H 0.6694 2.9652 0.6412 0.390
H -0.1407 1.6020 1.5417 0.395
H -1.3649 1.7087 -0.7937 0.367
H -0.5347 0.1731 -0.3315 -0.166
H -0.4337 0.8278 -2.8376 0.335
H 1.1032 0.3218 -2.0002 0.297
H 0.1172 -2.1530 3.0949 0.262
H 2.5367 1.4788 1.0661 0.321
H 1.4331 0.1417 0.7967 0.105
H 0.7645 2.0618 -2.4621 0.357
H -1.9226 0.0636 1.5451 0.177
H -3.1402 0.5731 2.1112 0.324
O -2.2450 0.9392 1.8773 -0.566
H 2.0726 -2.9869 -0.3085 0.352
H 0.9381 -2.3022 0.6243 0.312
O 1.1392 -2.7005 -0.4087 -0.665
H -0.2362 -2.2569 -1.3934 0.395
H -1.7138 -2.6202 -1.6930 0.259
O -1.1166 -1.9336 -1.6398 -0.578
```

## Properties
Energy above the lowest of the compared OMol25 structures with the same formula, charge and spin   190.41 kcal/mol
Net charge   +1
Lowest unoccupied orbital energy   -10.1305 eV

---

Record 10
This record from the OMol25 dataset describes a 4-piece molecular cluster, C3H16NO4 overall at a distorted geometry. The level of theory is ωB97M-V/def2-TZVPD.

The geometry in XYZ format:
```
24
Properties=species:S:1:pos:R:3:mulliken_charge:R:1
C -1.4139 0.5795 1.0545 -0.687
C -0.8096 1.9760 1.4448 0.212
C 0.0438 1.9058 2.7358 -1.066
O 0.0951 2.1908 0.3418 -0.717
N -0.8430 -0.0791 -0.2981 -0.143
H -1.0401 -0.1627 1.8665 0.319
H -2.4582 0.6610 1.0578 0.403
H -1.3505 2.7823 1.2405 0.541
H -0.6268 1.2712 3.4740 0.315
H 0.3711 2.9108 3.2621 0.324
H 1.0522 1.3837 2.7659 0.242
H 0.9107 1.7042 0.5122 0.337
H -0.5368 -1.0018 -0.1560 0.179
H -0.1189 0.5224 -0.6415 0.326
H -1.5768 -0.1760 -0.9322 0.388
H 2.4101 -0.5415 1.0211 0.265
H 1.6213 -1.6445 0.8271 0.283
O 1.5399 -0.6961 0.8715 -0.483
H -0.1556 -0.6635 -7.0726 0.292
H -0.4523 -1.7656 -6.1499 0.329
O -0.1975 -0.7859 -6.2065 -0.622
H 0.4434 -3.6732 -0.5041 0.299
H 1.9812 -3.6094 -0.3401 0.307
O 1.1111 -3.0884 -0.1746 -0.643
```

## Properties
Energy above the lowest of the compared OMol25 structures with the same formula, charge and spin   67.46 kcal/mol
Net charge   +1
Lowest unoccupied orbital energy   -3.1438 eV